Entry 1:
Density functional theory data (the ωB97M-V functional and the def2-TZVPD basis) for C34H43BBeF4N5O3 as an isolated structure in a non-equilibrium geometry.

The geometry in ORCA input format:
```
! RIJCOSX wB97M-V def2-TZVPD def2/J DEFGRID3
* xyz 1 1
Be -0.282 1.497 -2.271
B -0.692 -0.238 -0.157
F 0.385 0.645 -0.004
F -0.359 -1.053 -1.234
F -0.952 -0.999 0.977
F -1.769 0.569 -0.558
N 2.226 1.564 -1.889
C 2.943 2.585 -2.399
C 4.301 2.775 -2.149
C 4.951 1.835 -1.364
C 4.206 0.792 -0.793
C 2.879 0.712 -1.094
H 2.417 3.322 -2.991
H 4.764 3.699 -2.465
H 6.007 1.911 -1.146
H 4.820 0.080 -0.261
H 2.295 -0.121 -0.724
N -0.492 3.335 -0.377
C -1.666 3.972 -0.321
C -1.903 5.006 0.586
C -0.856 5.507 1.351
C 0.339 4.789 1.418
C 0.401 3.713 0.531
H -2.432 3.583 -0.979
H -2.814 5.572 0.448
H -0.949 6.345 2.029
H 1.190 5.023 2.037
H 1.382 3.249 0.553
N 2.605 -2.763 -0.756
C 1.508 -3.533 -0.797
C 1.485 -4.775 -1.418
C 2.659 -5.251 -1.966
C 3.822 -4.531 -1.938
C 3.730 -3.263 -1.305
H 0.672 -3.133 -0.238
H 0.602 -5.396 -1.455
H 2.545 -6.228 -2.421
H 4.750 -4.903 -2.346
H 4.651 -2.716 -1.146
N 2.510 -0.549 3.942
C 1.267 -0.104 3.532
C 0.531 0.800 4.286
C 0.982 1.099 5.572
C 2.144 0.569 6.034
C 2.859 -0.246 5.189
H 0.973 -0.219 2.498
H -0.356 1.307 3.930
H 0.305 1.490 6.323
H 2.400 0.536 7.084
H 3.769 -0.761 5.475
N 0.716 0.213 -4.218
C 1.085 -1.054 -3.895
C 2.056 -1.744 -4.578
C 2.590 -1.205 -5.720
C 2.177 0.069 -6.192
C 1.242 0.698 -5.385
H 0.727 -1.355 -2.919
H 2.525 -2.636 -4.184
H 3.312 -1.695 -6.361
H 2.631 0.529 -7.054
H 0.755 1.570 -5.806
C -4.520 -0.371 -2.115
C -3.707 0.521 -2.977
O -2.496 0.423 -3.104
C -4.448 1.630 -3.706
H -4.453 -0.085 -1.067
H -4.110 -1.378 -2.205
H -5.506 -0.359 -2.577
H -5.329 1.195 -4.179
H -3.892 2.261 -4.396
H -4.843 2.359 -2.991
C -0.765 -3.413 4.750
C -1.773 -3.544 3.640
O -2.803 -2.900 3.716
C -1.434 -4.374 2.424
H -0.639 -4.333 5.324
H -0.935 -2.607 5.460
H 0.188 -3.182 4.264
H -0.408 -4.718 2.547
H -1.444 -3.680 1.582
H -2.175 -5.154 2.265
C -4.401 0.099 3.237
C -4.637 1.461 2.606
O -5.699 2.045 2.645
C -3.520 2.004 1.703
H -4.220 0.209 4.308
H -3.561 -0.398 2.753
H -5.245 -0.589 3.193
H -3.711 3.043 1.443
H -3.542 1.449 0.764
H -2.540 1.892 2.169
*
```

As for the energy relative to the best compared isomer or geometry (same formula, charge and spin): 13.3 kcal/mol.



Entry 2:
Density functional theory data (the ωB97M-V functional and the def2-TZVPD basis) for C34H43ClN10O8Yb as an isolated structure in a non-equilibrium geometry.

The geometry in ORCA input format:
```
! RIJCOSX wB97M-V def2-TZVPD def2/J DEFGRID3
* xyz 1 2
Yb 12.420 11.343 12.371
N 14.045 14.634 12.364
C 15.537 14.894 12.608
C 15.721 14.627 14.113
C 15.767 13.123 14.523
N 14.391 12.588 14.618
C 16.561 12.244 13.523
C 16.260 12.522 12.021
N 14.948 11.914 11.592
C 16.311 14.002 11.657
H 13.405 15.145 13.095
H 13.917 13.679 12.671
H 13.818 14.646 11.351
H 15.695 15.948 12.406
H 14.972 15.152 14.705
H 16.695 15.051 14.464
H 16.176 13.070 15.541
H 13.721 13.218 15.061
H 14.432 11.649 15.003
H 16.357 11.220 13.751
H 17.628 12.366 13.683
H 17.060 12.086 11.453
H 15.135 10.937 11.618
H 14.745 12.212 10.665
H 15.981 14.145 10.597
H 17.316 14.315 11.731
N 11.551 14.321 16.925
C 10.316 14.057 16.325
C 10.215 14.496 14.764
C 11.476 14.400 13.952
O 12.172 15.414 13.864
O 11.642 13.242 13.446
H 11.566 14.105 17.916
H 11.958 15.267 16.718
H 9.423 14.566 16.849
H 10.155 12.905 16.393
H 9.885 15.529 14.722
H 9.385 13.920 14.427
O 16.096 6.838 17.513
C 15.079 7.555 18.116
O 14.999 7.520 19.343
C 14.135 8.265 17.260
C 13.534 7.578 16.182
C 12.540 8.152 15.352
C 12.375 9.574 15.471
C 13.107 10.265 16.526
C 13.934 9.676 17.446
N 11.585 10.336 14.594
C 10.590 9.781 13.962
C 9.418 10.533 13.470
C 8.302 10.585 14.377
C 7.174 11.234 14.006
C 7.123 11.847 12.732
C 8.268 11.777 11.927
N 9.355 11.084 12.247
H 16.156 7.142 16.554
H 13.886 6.600 15.933
H 11.961 7.696 14.575
H 12.880 11.381 16.657
H 14.469 10.179 18.229
H 10.651 8.773 13.532
H 8.457 10.060 15.295
H 6.243 11.329 14.625
H 6.227 12.317 12.364
H 8.208 12.110 10.894
O 14.044 9.593 12.978
N 14.344 8.632 12.131
C 15.392 7.878 12.448
C 15.798 7.798 13.809
N 16.059 7.788 14.918
C 16.072 7.151 11.431
N 16.486 6.361 10.660
C 9.487 16.600 7.026
C 8.862 16.367 8.317
C 7.574 16.860 8.528
C 7.014 16.761 9.808
Cl 5.471 17.512 10.038
C 7.727 16.148 10.849
C 9.049 15.810 10.685
C 9.656 15.851 9.437
O 10.887 15.391 9.315
C 11.022 13.937 8.893
C 12.132 13.402 9.783
O 13.261 13.908 9.703
O 11.697 12.466 10.529
H 9.479 17.675 6.712
H 8.825 16.095 6.238
H 10.504 16.174 6.891
H 7.028 17.343 7.680
H 7.127 15.999 11.736
H 9.537 15.421 11.557
H 11.381 14.025 7.869
H 10.053 13.394 9.051
N 11.811 9.695 10.907
H 12.177 9.959 9.998
H 10.831 9.612 10.826
H 12.243 8.800 11.116
*
```

Its expectation value of S² is 0.751.



Entry 3:
Density functional theory data (the ωB97M-V functional and the def2-TZVPD basis) for C34H44As2BaN2OSSe as an isolated structure in a non-equilibrium geometry.

The geometry in ORCA input format:
```
! RIJCOSX wB97M-V def2-TZVPD def2/J DEFGRID3
* xyz -1 2
Ba -1.804 -0.137 -0.948
C 0.207 3.394 1.345
As -0.252 3.283 3.255
C -1.173 1.538 3.243
C 1.610 2.938 3.860
C 2.105 4.045 4.551
C 3.421 4.137 4.958
C 4.287 3.107 4.646
C 3.806 1.989 3.991
C 2.476 1.868 3.606
As 1.847 0.171 2.805
C 1.658 -0.733 4.548
C 3.593 -0.662 2.390
H 1.035 4.091 1.215
H -0.632 3.747 0.748
H 0.507 2.406 0.990
H -0.951 0.976 4.149
H -0.916 0.929 2.373
H -2.250 1.727 3.235
H 1.426 4.866 4.766
H 3.769 5.008 5.498
H 5.330 3.162 4.926
H 4.505 1.191 3.775
H 2.608 -0.707 5.083
H 1.353 -1.770 4.411
H 0.905 -0.239 5.158
H 4.209 -0.824 3.274
H 4.156 -0.076 1.665
H 3.388 -1.636 1.949
S -3.539 -2.037 2.146
C -3.691 -0.748 1.282
Se -2.517 -2.889 -2.468
C -4.029 -2.222 -3.395
C -3.875 -1.571 -4.613
C -4.980 -1.085 -5.283
C -6.250 -1.249 -4.755
C -6.405 -1.918 -3.551
C -5.304 -2.406 -2.874
H -2.884 -1.453 -5.033
H -4.852 -0.577 -6.231
H -7.115 -0.856 -5.278
H -7.395 -2.062 -3.138
H -5.426 -2.932 -1.936
C -0.382 1.750 -3.775
C -1.014 2.722 -2.832
C -0.990 4.099 -2.902
C -1.785 4.563 -1.837
C -2.248 3.441 -1.181
C -3.203 3.410 -0.031
N -1.776 2.312 -1.780
H 0.130 2.288 -4.571
H -1.150 1.113 -4.224
H 0.345 1.112 -3.272
H -0.458 4.686 -3.635
H -1.999 5.589 -1.581
H -3.440 4.433 0.259
H -2.786 2.895 0.838
H -4.130 2.907 -0.317
N 0.533 -2.078 1.284
C 0.538 -3.179 0.919
C 0.579 -4.515 0.518
C 1.685 -5.315 0.862
C 1.690 -6.655 0.551
C 0.613 -7.228 -0.117
C -0.460 -6.430 -0.507
C -0.487 -5.090 -0.199
H 2.522 -4.866 1.377
H 2.534 -7.270 0.829
H 0.611 -8.286 -0.336
H -1.280 -6.868 -1.059
H -1.316 -4.471 -0.508
C 2.274 2.500 -1.423
C 2.671 1.125 -0.922
O 2.105 0.138 -1.751
C 2.526 -1.168 -1.427
C 1.885 -2.156 -2.388
H 2.704 3.253 -0.768
H 1.193 2.611 -1.438
H 2.651 2.644 -2.431
H 2.324 0.974 0.116
H 3.771 1.028 -0.927
H 2.247 -1.391 -0.384
H 3.627 -1.232 -1.513
H 0.801 -2.118 -2.296
H 2.222 -3.162 -2.149
H 2.161 -1.905 -3.411
*
```

As for the energy relative to the best compared isomer or geometry (same formula, charge and spin): 35.6 kcal/mol. Its expectation value of S² is 0.755.



Entry 4:
Density functional theory data (the ωB97M-V functional and the def2-TZVPD basis) for C34H44BiGeIOSi as an isolated structure.

The geometry in ORCA input format:
```
! RIJCOSX wB97M-V def2-TZVPD def2/J DEFGRID3
* xyz 2 1
Bi 0.054 0.082 -1.485
I 2.518 0.141 -2.989
C 1.348 0.539 -4.706
C 2.029 0.803 -5.859
C 1.310 1.000 -7.056
C -0.050 0.912 -7.053
C -0.763 0.637 -5.860
C -2.175 0.536 -5.880
C -2.887 0.272 -4.747
C -2.207 0.111 -3.525
C -0.839 0.195 -3.472
C -0.064 0.453 -4.634
H 3.109 0.854 -5.876
H 1.851 1.210 -7.967
H -0.609 1.051 -7.968
H -2.685 0.672 -6.825
H -3.964 0.189 -4.777
H -2.792 -0.091 -2.634
C 0.530 -5.010 1.597
C 0.172 -4.400 0.235
C 1.056 -5.020 -0.855
C -1.305 -4.670 -0.085
Si 0.436 -2.551 0.328
O 0.056 -1.892 -1.201
C 2.224 -2.016 0.609
C 3.139 -2.260 -0.425
C 4.474 -1.895 -0.318
C 4.933 -1.283 0.843
C 4.056 -1.056 1.891
C 2.720 -1.422 1.773
C -0.741 -1.663 1.489
C -0.568 -1.668 2.877
C -1.481 -1.051 3.721
C -2.603 -0.422 3.195
C -2.814 -0.428 1.825
C -1.891 -1.043 0.988
H 0.455 -6.098 1.535
H -0.155 -4.683 2.382
H 1.551 -4.771 1.902
H 0.836 -6.087 -0.932
H 2.118 -4.926 -0.620
H 0.871 -4.576 -1.835
H -1.482 -5.748 -0.102
H -1.585 -4.278 -1.065
H -1.972 -4.241 0.664
H 2.807 -2.771 -1.321
H 5.164 -2.113 -1.123
H 5.976 -1.013 0.939
H 4.414 -0.606 2.807
H 2.060 -1.234 2.609
H 0.273 -2.186 3.321
H -1.331 -1.080 4.792
H -3.325 0.039 3.857
H -3.716 0.005 1.413
H -2.144 -1.134 -0.067
C 0.746 4.143 3.850
C 1.635 4.010 2.622
C 2.140 2.589 2.386
C 1.027 1.636 1.936
Ge 0.277 2.400 0.318
C -1.377 3.332 -0.137
C -2.667 3.063 0.627
C -2.511 3.123 2.140
C -3.851 3.050 2.861
H 0.375 5.160 3.963
H 1.310 3.895 4.749
H -0.120 3.478 3.810
H 2.485 4.688 2.705
H 1.088 4.372 1.727
H 2.573 2.198 3.310
H 2.945 2.585 1.646
H 0.241 1.513 2.681
H 1.413 0.645 1.700
H 1.370 2.835 -0.680
H -1.500 3.233 -1.220
H -1.042 4.369 0.015
H -3.088 2.097 0.327
H -3.393 3.816 0.310
H -2.001 4.053 2.414
H -1.869 2.301 2.478
H -4.491 3.885 2.576
H -3.722 3.086 3.942
H -4.383 2.129 2.615
*
```

As for the energy relative to the best compared isomer or geometry (same formula, charge and spin): 1.5 kcal/mol.



Entry 5:
Density functional theory data (the ωB97M-V functional and the def2-TZVPD basis) for C34H44BrCoINO3 as an isolated structure in a non-equilibrium geometry.

The geometry in ORCA input format:
```
! RIJCOSX wB97M-V def2-TZVPD def2/J DEFGRID3
* xyz -1 2
Co -0.572 0.815 1.076
C 5.390 2.538 -2.448
C 5.080 1.239 -1.690
C 4.937 0.128 -2.739
C 6.284 0.865 -0.812
C 3.829 1.409 -0.827
C 2.695 0.654 -0.997
C 1.624 0.769 -0.083
N 0.532 -0.009 0.043
C -0.191 -1.012 -0.596
C 0.384 -2.042 -1.328
C -0.412 -3.015 -1.918
C -1.790 -2.907 -1.731
C -2.409 -1.906 -0.977
C -1.613 -0.913 -0.364
O -2.099 0.080 0.401
C -3.940 -1.908 -0.824
C -4.639 -3.045 -1.588
C -4.346 -2.100 0.653
C -4.538 -0.605 -1.381
C 0.163 -4.170 -2.730
C 1.692 -4.139 -2.834
C -0.393 -4.128 -4.162
C -0.223 -5.507 -2.080
C 1.615 1.922 0.867
O 0.493 2.231 1.504
C 2.808 2.670 1.032
C 3.860 2.369 0.195
C 2.838 3.760 2.097
C 2.521 3.178 3.484
C 4.213 4.436 2.208
C 1.828 4.868 1.759
H 6.256 2.409 -3.105
H 5.622 3.363 -1.771
H 4.543 2.841 -3.068
H 5.854 0.031 -3.325
H 4.125 0.336 -3.439
H 4.748 -0.842 -2.272
H 7.168 0.664 -1.427
H 6.077 -0.033 -0.225
H 6.555 1.662 -0.118
H 2.581 -0.100 -1.763
H 1.463 -2.075 -1.393
H -2.408 -3.665 -2.192
H -4.322 -4.029 -1.231
H -4.451 -2.988 -2.664
H -5.721 -2.991 -1.450
H -3.872 -3.001 1.065
H -5.435 -2.216 0.759
H -4.067 -1.274 1.275
H -4.210 -0.436 -2.411
H -4.262 0.273 -0.796
H -5.631 -0.645 -1.382
H 2.044 -3.223 -3.316
H 2.056 -4.980 -3.429
H 2.163 -4.208 -1.851
H -0.161 -3.175 -4.643
H -1.477 -4.255 -4.185
H 0.039 -4.927 -4.773
H 0.130 -5.557 -1.047
H 0.214 -6.350 -2.626
H -1.305 -5.659 -2.065
H 4.783 2.927 0.291
H 3.203 2.359 3.729
H 1.502 2.798 3.555
H 2.628 3.944 4.258
H 4.995 3.716 2.466
H 4.204 5.200 2.989
H 4.495 4.932 1.276
H 0.797 4.519 1.799
H 2.007 5.268 0.757
H 1.911 5.698 2.467
Br -6.304 -0.698 1.656
C -6.011 0.478 3.146
C -7.092 0.718 3.990
C -6.953 1.559 5.083
C -5.729 2.163 5.338
C -4.651 1.922 4.497
C -4.782 1.075 3.392
I -3.085 0.739 2.142
H -8.051 0.252 3.798
H -7.799 1.742 5.736
H -5.615 2.822 6.192
H -3.703 2.400 4.711
O -0.687 1.990 2.390
*
```

As for the energy relative to the best compared isomer or geometry (same formula, charge and spin): 169.5 kcal/mol. Its expectation value of S² is 0.828.



Calculated total energy / eV: -61493.24000; -111283.82299; -239551.30439; -116339.69355; -159368.74023